Molecular formula: C45H69Cl15N4O18
Method: DFT, ωB97M-V/def2-TZVPD

Each line ends with the Mulliken charge.
CARTESIAN COORDINATES (ANGSTROEM)
Cl 0.826 -5.729 4.051  -0.14
Cl 2.861 2.624 6.207  -0.15
Cl 0.752 2.896 4.286  -0.03
Cl 4.957 -2.068 0.896  0.01
Cl 2.577 -3.635 0.379  -0.04
Cl -0.741 0.320 2.166  0.40
Cl 0.411 -0.252 -0.506  1.01
Cl 4.733 -4.800 1.932  -0.14
Cl -2.070 -6.129 3.363  -0.16
Cl 4.165 -3.744 5.080  -0.09
Cl 3.068 -2.053 7.011  -0.12
Cl -0.096 -6.451 1.375  -0.13
Cl 3.523 2.807 3.382  -0.09
Cl 2.104 0.147 1.813  0.36
Cl 4.434 -0.850 4.604  -0.01
O -1.254 -3.961 -4.346  -0.42
O -3.080 2.902 -0.745  -0.43
O -0.684 -2.918 4.317  -0.16
O -0.904 -2.012 -3.433  0.40
O -7.469 3.970 -4.770  -0.50
O 3.580 -1.290 -5.730  -0.57
O 0.051 3.145 0.793  0.79
O 0.712 -1.350 4.974  0.08
O -5.639 3.572 -5.971  -0.39
O -0.140 5.151 1.644  -0.42
O -1.519 2.673 -2.364  -0.68
O -2.072 -2.107 -5.331  -0.61
O -1.656 3.581 2.201  -0.55
O 3.490 -1.965 -3.561  -0.34
O -5.942 2.485 -4.086  -0.44
O 4.603 -0.154 -4.155  -0.41
O 1.341 -2.780 3.346  0.33
O -2.427 0.877 -1.331  0.59
N -1.375 1.954 -6.765  -0.62
N 5.023 2.873 0.599  -0.42
N -4.367 -0.442 2.668  -0.34
N -1.769 -3.404 1.065  -0.21
C 1.995 3.218 -5.398  -1.18
C -4.628 2.273 4.835  -0.77
C -4.636 2.550 -6.031  -0.22
C -0.496 -5.573 2.829  1.73
C 5.876 2.453 1.217  0.20
C -6.488 3.385 -4.925  0.54
C -1.486 -2.059 5.231  -0.06
C -3.733 2.006 0.206  2.31
C 4.399 -2.145 5.823  -0.37
C -2.275 2.200 -1.547  0.09
C 1.903 1.693 -5.377  0.02
C 7.055 1.869 1.912  -0.23
C 1.141 5.170 1.017  -0.59
C 7.839 0.561 -0.061  -0.61
C -3.222 2.787 4.879  -0.67
C 4.180 -1.538 -2.346  0.21
C -5.154 2.390 0.365  -1.81
C -4.467 0.544 -4.391  -1.32
C 8.209 1.669 0.995  -0.62
C -0.524 -4.267 -3.142  1.12
C 1.168 3.814 0.221  0.90
C -4.259 -3.097 0.247  -0.47
C -1.450 -2.638 -4.439  0.28
C 4.554 0.942 -2.056  -1.59
C 3.854 -1.158 -4.574  0.57
C -2.886 -3.227 0.806  0.17
C -0.646 3.944 1.615  -0.28
C -0.364 -1.256 5.956  0.14
C 0.478 -0.473 1.256  -1.57
C 0.471 -5.366 -3.425  -1.59
C -4.598 2.057 -4.566  1.05
C 0.532 1.106 -5.094  1.29
C 3.840 -3.299 1.514  0.98
C -3.468 0.656 -0.389  -0.27
C -4.472 0.088 3.678  0.10
C 4.890 -0.266 -2.798  1.15
C 2.328 2.288 4.565  0.88
C -3.893 -5.295 -0.928  -1.37
C -0.570 0.176 6.188  -0.83
C -0.538 1.556 -6.069  -0.08
C -4.302 -3.830 -1.117  0.00
C -0.053 -2.865 -2.748  -0.04
C 0.833 4.046 -1.269  -1.37
C -4.696 0.736 4.945  -0.21
C 0.571 -2.436 4.154  -0.30
H -5.642 2.402 -0.631  0.34
H 8.676 0.210 -0.674  0.42
H -3.806 0.389 5.543  -0.05
H 3.060 3.516 -5.428  0.43
H -5.246 3.365 0.833  0.41
H 5.962 -0.423 -2.664  0.12
H 6.962 0.812 -0.674  -0.03
H 0.122 1.302 -4.116  -0.41
H -2.883 -5.423 -0.553  0.27
H -3.651 2.982 -6.334  0.25
H 1.313 -4.947 -3.986  0.41
H -5.592 0.415 5.396  0.54
H -3.025 3.865 4.637  0.36
H -4.877 -3.638 0.925  0.46
H 7.290 2.644 2.682  0.34
H -3.095 -0.038 0.386  -0.19
H -5.269 2.766 5.540  0.43
H 2.048 3.178 0.324  0.04
H -1.322 -4.698 -2.490  -0.29
H 2.350 1.216 4.486  -0.75
H -3.155 2.081 1.146  -0.75
H -4.303 0.191 -0.879  0.14
H -0.700 0.666 5.228  -0.24
H 3.524 1.170 -1.996  0.40
H -3.992 -5.942 -1.821  0.38
H 0.549 0.022 -5.296  0.01
H 6.762 0.951 2.460  0.21
H -1.445 0.342 6.861  0.39
H -0.614 -4.551 2.510  -1.40
H 4.945 0.891 -1.038  -0.01
H -5.155 2.417 3.896  0.32
H -2.128 -1.411 4.624  -0.19
H 7.435 -0.290 0.501  0.16
H -3.757 2.610 -4.084  -0.16
H 0.963 -2.642 -3.038  -0.31
H -3.663 -3.324 -1.894  -0.08
H -0.129 -2.657 -1.699  0.08
H 2.685 1.324 -4.710  -0.36
H 1.761 4.475 -1.662  0.62
H 0.423 -1.555 1.444  -0.13
H 0.706 -5.848 -2.465  0.31
H 8.439 2.686 0.572  0.31
H 1.930 5.249 1.802  0.21
H 1.282 6.010 0.369  0.39
H -5.173 0.035 -5.063  0.50
H 1.674 3.505 -4.384  0.06
H 5.359 -2.083 6.261  0.49
H 5.093 1.780 -2.450  0.62
H -0.059 -6.095 -3.994  0.41
H -2.820 2.492 5.818  0.36
H -4.545 -5.830 -0.262  0.41
H -5.642 1.685 1.025  0.35
H 2.254 1.330 -6.339  0.49
H 0.639 3.064 -1.712  0.03
H 0.078 -1.764 6.841  0.32
H -4.637 -2.113 0.166  0.09
H 1.434 3.723 -6.195  0.37
H 4.769 -2.366 -1.943  0.17
H -2.677 2.291 4.083  -0.04
H -5.322 -3.783 -1.484  0.43
H -4.773 0.278 -3.393  0.12
H 0.025 4.794 -1.438  0.29
H -5.000 1.774 -6.747  0.26
H -1.972 -2.670 5.931  0.49
H -3.431 0.272 -4.599  0.28
H 3.400 -1.348 -1.550  -0.31
H 9.082 1.330 1.543  0.33
H 3.359 -2.956 2.414  -0.96
H 0.325 0.623 6.614  0.37

Results
E_LUMO: -0.03 eV
orbital gap: 10.3 eV
highest occupied orbital energy: -10.3 eV
electronic energy: -278436.8005 eV

Molecular formula: C53H43ClInO32
Method: DFT, ωB97M-V/def2-TZVPD

Each line ends with the Mulliken charge.
CARTESIAN COORDINATES (ANGSTROEM)
In -3.136 -1.578 3.659  0.78
Cl -3.800 -3.184 1.831  -0.59
O 7.721 6.326 -4.326  -0.61
O -5.466 -4.775 -3.533  -0.45
O -0.757 5.383 1.612  -0.60
O -0.923 -6.780 -6.162  -0.57
O 2.998 6.456 -4.144  -0.59
O -5.520 -7.040 -5.082  -0.63
O 12.815 6.045 -2.553  -0.58
O -8.118 -1.428 -4.479  -0.61
O -0.203 -4.803 4.479  -0.49
O 3.298 7.242 -1.531  -0.58
O 8.019 7.025 -1.688  -0.51
O -0.851 -4.566 -4.541  -0.61
O 4.147 -0.766 5.823  -0.54
O -10.629 -1.213 -4.983  -0.59
O 4.891 -3.357 5.305  -0.34
O -5.524 0.026 0.288  -0.52
O 9.348 -1.787 5.475  -0.62
O -8.530 0.984 -3.234  -0.65
O 4.620 -7.548 3.605  -0.59
O 2.160 -8.679 3.157  -0.63
O 14.004 5.505 1.992  -0.61
O -0.355 2.673 1.775  -0.52
O 8.607 0.785 6.082  -0.57
O -13.476 -1.382 -1.211  -0.56
O -5.046 -2.348 -1.004  -0.52
O 11.404 5.204 2.821  -0.56
O -12.708 -1.199 -6.774  -0.59
O 10.211 5.832 -1.712  -0.61
O 1.225 5.108 -2.673  -0.66
O -15.552 -1.457 -3.005  -0.62
O 2.258 -3.643 4.841  -0.72
O 1.544 2.385 -2.546  -0.57
C -14.183 -1.322 -4.929  -0.81
C 5.357 6.367 -4.297  -0.82
C 13.473 5.774 -0.297  -0.86
C 3.457 -6.831 3.819  0.28
C 3.496 -5.566 4.241  -0.94
C -0.173 4.685 0.570  0.26
C 0.221 5.310 -0.541  -0.83
C 2.164 -7.522 3.562  0.77
C 0.422 -1.187 4.063  -0.37
C 0.595 2.463 -0.380  -0.73
C 13.142 5.567 1.121  0.87
C -11.758 -1.253 -4.508  0.89
C -12.941 -1.259 -5.413  0.24
C 0.960 -5.510 4.238  0.11
C -1.940 -5.115 -4.668  0.88
C 11.073 5.737 -0.846  0.84
C 10.744 5.506 0.569  -0.91
C -7.447 -1.104 -3.314  0.35
C -0.176 -0.177 3.147  -0.06
C 11.707 5.424 1.489  0.41
C -7.046 0.561 -1.442  -0.90
C -3.154 -4.613 -4.005  -0.76
C 5.352 -0.987 5.763  0.89
C 0.921 -6.775 3.813  -0.81
C 0.839 4.561 -1.646  0.93
C 0.000 3.216 0.734  0.83
C 4.329 7.018 -2.156  0.87
C 8.144 -1.573 5.569  0.88
C -11.999 -1.290 -3.058  -0.81
C -7.736 0.220 -2.696  0.92
C -6.174 -0.286 -0.892  0.19
C -6.248 -0.695 3.159  -0.33
C 12.511 5.853 -1.218  0.39
C -5.865 -1.598 -1.524  0.98
C -5.113 -0.627 4.381  -0.64
C -14.423 -1.384 -3.479  0.82
C -13.242 -1.350 -2.574  0.37
C -3.229 -6.960 -5.664  -0.92
C 6.764 6.911 -2.257  0.26
C -2.063 -6.328 -5.521  0.35
C -4.321 -5.243 -4.151  0.11
C 2.254 -4.811 4.469  1.32
C 6.689 6.517 -3.692  1.04
C -4.438 -6.473 -4.982  0.93
C 0.986 3.087 -1.493  0.30
C 4.253 6.598 -3.583  0.36
C -1.758 -0.032 2.745  -0.61
C -6.573 -1.949 -2.765  -0.69
C 6.354 0.069 5.972  -0.97
C 5.661 7.145 -1.545  -0.88
C 7.658 -0.202 5.884  0.33
C 5.838 -2.364 5.475  0.03
C 7.142 -2.634 5.384  -0.55
H -6.649 0.370 2.853  0.14
H -3.332 -7.845 -6.280  0.41
H 7.509 -3.630 5.173  0.45
H 0.570 0.615 2.658  0.14
H 5.987 1.062 6.198  0.42
H -0.212 -6.156 -5.899  0.35
H -6.177 -5.402 -3.791  0.29
H -4.945 0.483 4.717  0.18
H 1.745 3.059 -3.232  0.33
H -14.452 -1.425 -1.115  0.34
H -11.732 -1.161 -6.870  0.35
H 0.385 -1.014 5.231  0.18
H 0.997 -2.140 3.646  -0.03
H -3.054 -3.719 -3.401  0.52
H 4.429 -5.051 4.429  0.66
H 2.365 6.681 -3.427  0.32
H 9.474 0.341 5.963  0.34
H 0.104 6.378 -0.673  0.42
H 5.700 7.434 -0.502  0.43
H -5.826 -1.188 2.184  -0.11
H 9.696 5.406 0.823  0.46
H -7.209 -1.317 3.488  0.26
H 0.089 -3.913 4.775  0.24
H 0.699 1.392 -0.255  0.51
H -1.853 -0.153 1.565  0.17
H -0.951 4.710 2.300  0.35
H -4.946 -0.745 0.480  0.14
H 12.269 5.186 3.285  0.35
H -15.052 -1.330 -5.575  0.41
H 4.328 -8.435 3.302  0.34
H 8.652 6.806 -2.407  0.36
H 4.023 -2.911 5.418  0.25
H -2.432 -2.525 5.012  -0.40
H 11.949 6.068 -3.016  0.35
H -8.691 -0.655 -4.674  0.34
H -5.565 -1.297 5.259  0.18
H -6.352 -2.914 -3.205  0.57
H -2.139 1.040 3.021  0.23
H 14.522 5.859 -0.553  0.41
H -11.131 -1.266 -2.411  0.50
H -0.012 -7.294 3.639  0.45
H -7.278 1.518 -0.995  0.46
H 5.316 6.063 -5.335  0.42

Results
E_LUMO: -1.00 eV
orbital gap: 3.2 eV
highest occupied orbital energy: -4.2 eV
charge: -1
electronic energy: -138864.6339 eV